Entry 1:
DFT (ωB97M-V/def2-TZVPD) results for a 10-piece molecular cluster, C29H33F35N12O27S13 overall at a distorted geometry.

```
149
Properties=species:S:1:pos:R:3:forces:R:3
H 17.753360 12.959560 18.277785 -0.01 0.20 -0.21
C 22.457570 22.996200 13.680625 -1.35 -0.28 -0.15
F 28.442000 17.970190 16.465495 1.03 1.11 -0.91
N 16.806720 14.491970 13.246225 2.50 -0.24 -1.00
O 12.612450 14.701010 13.094545 -2.36 -1.10 -0.94
C 13.896130 19.203000 15.570485 -0.67 -1.03 -1.91
N 25.642020 10.125520 10.157365 -2.53 0.84 1.91
H 17.402130 18.764820 15.329625 0.16 0.23 -0.44
N 15.598430 9.565260 13.984565 -0.55 1.42 -0.67
H 21.034300 17.367470 13.746755 -0.22 0.26 0.09
C 21.011220 18.179710 13.020235 0.25 -0.06 -0.84
F 20.728320 10.524820 16.004625 -0.38 0.88 0.98
F 17.329730 17.901410 9.385635 0.37 -0.92 1.05
N 17.946400 15.048210 18.153435 -2.34 3.02 -1.07
H 14.964570 13.733210 13.224845 -0.44 0.27 -0.10
O 13.467580 10.800420 13.109675 0.77 -0.47 0.24
S 25.365310 9.945890 8.656735 1.06 0.90 -4.26
O 19.883790 13.297770 7.853135 -2.20 0.34 1.71
S 28.554890 16.742220 14.131435 2.49 -2.27 0.87
O 14.345590 16.524450 15.499565 0.19 2.19 -0.43
F 28.388410 19.447010 14.771295 1.53 -1.66 1.12
N 18.925160 14.010530 13.471905 -0.74 -0.81 -0.44
C 21.851230 23.915980 14.791785 1.72 -0.34 -0.91
O 12.997140 17.454140 13.649765 1.03 1.19 2.11
O 17.709930 10.882950 14.503765 -0.37 -0.08 0.31
O 25.090440 11.182930 7.922345 0.58 -1.31 0.36
S 16.369010 10.577480 14.936905 0.85 -0.53 1.72
O 19.286760 16.079830 8.538685 -0.42 -0.05 -0.19
O 22.223670 16.516720 16.726185 -0.32 -1.63 0.29
O 15.653160 11.610050 12.398215 1.13 0.61 -0.35
C 18.799480 15.993730 17.815785 -0.52 1.56 -0.96
H 21.238740 21.089890 12.103365 -0.36 -0.68 -0.01
H 22.695790 24.144460 15.441865 -0.39 -0.18 0.65
N 11.140930 13.277440 11.253315 -2.40 -0.95 6.97
F 23.774610 15.733080 19.657005 -1.64 0.34 -1.11
O 24.553330 8.813100 8.305615 0.05 -0.43 -0.29
H 16.167340 17.763520 17.234395 -0.78 -0.72 -0.03
H 23.276060 21.280370 15.756765 -0.23 0.04 -0.07
S 11.800810 14.351400 10.509055 4.32 3.92 -7.01
S 18.652480 15.445720 9.667635 2.02 3.90 1.86
F 15.578090 8.892070 16.994475 -1.78 -1.08 0.20
C 17.354780 16.822490 10.220295 -0.43 -0.98 0.78
H 21.641800 17.864850 12.188765 -0.11 -0.07 -0.08
C 18.665930 14.945950 14.452285 -3.44 -0.15 -1.27
F 22.026260 14.491780 19.766685 -0.26 -1.03 0.24
C 18.245400 13.795330 18.775265 0.22 -1.45 0.71
S 11.323970 14.106430 12.759925 -1.61 -1.25 4.11
C 27.139670 9.502600 7.952585 -1.83 -0.45 0.75
C 18.472980 18.591160 15.435535 0.86 0.34 0.51
F 17.064670 12.170020 7.307915 -0.24 0.16 -0.15
O 13.255900 14.234150 10.534545 -1.48 1.26 -0.34
F 23.226070 11.488270 13.038815 -0.27 -0.34 0.26
O 26.338540 17.386650 11.921265 0.21 -1.86 1.56
C 28.969960 18.267060 15.245485 -1.63 -1.43 -1.23
C 14.712500 9.255360 11.310195 0.51 2.01 2.45
O 23.926650 14.699330 17.017485 -2.39 0.46 0.35
F 25.068170 10.294380 13.141525 -0.36 0.28 0.14
S 26.397440 16.277310 12.914595 -3.30 -0.80 -3.46
F 16.157260 16.268920 10.239965 -0.46 0.10 -0.57
O 11.146800 15.670390 10.404385 1.27 -1.99 0.39
C 15.478030 14.540520 12.702625 -1.89 -0.76 0.38
H 21.641880 14.820430 14.351095 -0.17 -0.21 0.23
F 11.467210 13.639130 9.121345 -0.21 0.36 -1.38
F 30.314940 18.306880 15.266725 -1.13 0.97 0.53
N 17.758240 14.209700 9.363085 1.75 -2.10 -0.69
F 17.230610 10.061930 17.569205 -0.13 0.32 -0.87
S 18.954220 13.046790 8.974585 1.70 -2.79 -0.64
C 20.243820 13.392700 13.370055 1.05 -0.72 -0.34
F 23.940600 17.140090 13.817715 -0.34 0.12 0.98
F 24.339480 14.952440 14.136125 -0.53 1.24 -0.61
H 23.531160 23.112710 13.532515 -0.10 0.10 0.16
F 27.917910 10.542740 8.166435 0.78 0.22 -0.36
C 21.578360 20.703780 13.053095 0.59 -1.61 2.02
F 23.835320 15.831530 12.168735 -0.28 -0.64 -0.32
N 18.138140 17.133790 17.389045 1.00 -4.45 1.54
F 17.068700 11.032640 9.189985 0.54 1.17 -0.53
H 22.312730 13.732800 13.147695 -0.06 -0.12 0.36
H 20.393430 12.657040 14.160325 -0.35 0.27 0.23
C 16.631680 15.654920 17.900565 0.02 -3.40 1.56
C 17.283190 15.272820 14.282865 2.42 -0.99 -0.28
C 22.510890 15.530470 19.128845 0.81 -0.43 0.95
C 22.305340 19.488740 14.829115 -0.33 2.68 -1.75
F 17.528390 8.459930 16.166905 -0.07 -0.56 -0.11
O 22.610450 12.492730 15.599875 -0.87 0.36 2.03
O 15.337210 17.972940 13.735505 0.51 0.50 1.15
H 21.634270 24.881910 14.335705 -0.54 -0.15 0.03
F 14.282610 9.903800 10.266575 -2.06 0.81 -0.62
H 20.018190 18.437550 12.652145 -0.03 -0.42 0.13
O 19.593680 12.404760 10.133655 -1.58 1.24 -1.10
N 21.254610 14.070400 16.945125 1.66 5.61 1.59
F 13.445350 20.151290 14.711715 0.48 0.10 0.81
S 14.861570 10.524460 12.854435 -2.14 -2.37 -1.22
S 22.566250 15.174460 17.231395 0.33 1.18 -0.38
H 18.819650 17.892040 14.674505 -0.37 -0.89 0.62
F 17.536290 17.229820 11.528745 0.71 0.16 -1.57
H 21.014100 23.439460 15.301935 0.08 0.29 -0.08
C 18.788240 18.306350 16.923215 -0.47 0.78 -0.74
F 12.960590 19.034300 16.504785 0.30 0.26 0.38
H 19.118990 19.426260 15.164655 -0.57 0.82 0.09
O 10.104980 14.786490 13.235925 2.02 -1.06 -1.41
H 18.306670 19.041080 17.568465 0.41 0.87 -0.36
F 19.382780 12.218140 16.174785 -0.59 0.59 -0.52
F 19.965690 11.246780 17.986735 0.60 -0.08 -0.94
S 21.935980 12.709280 16.888435 2.24 -6.32 -2.45
C 22.650030 20.850870 14.988635 -0.33 -2.52 0.09
N 21.596230 19.391640 13.589325 1.58 4.13 1.35
H 17.963010 13.767340 19.827675 -0.43 0.37 -0.03
H 14.951360 15.474020 12.900855 0.48 -0.04 0.10
F 21.693400 16.547830 19.511055 0.75 0.23 -0.79
H 15.359540 14.308360 11.644255 0.71 0.08 0.09
H 16.655490 16.018360 14.748235 -0.10 -0.21 -0.04
H 15.729230 15.091180 18.085475 0.17 -0.05 -0.10
C 16.754120 16.894140 17.491825 2.48 2.22 -0.87
O 29.180340 15.591600 14.838155 -1.49 2.38 -0.37
F 27.658090 8.431070 8.596495 0.15 0.19 -0.39
S 23.981460 10.497210 10.666875 -0.39 -0.60 0.78
H 17.775760 12.978240 11.924235 -0.16 0.15 0.06
H 20.359750 12.762860 12.488045 -0.69 0.42 -0.39
F 15.046110 19.628320 16.138825 -0.29 0.20 0.25
F 15.863380 8.819100 10.881615 1.44 -1.77 0.75
H 19.871430 15.862730 17.803145 -0.09 0.16 0.00
C 24.364360 11.199410 12.450205 0.63 -0.51 -1.79
C 21.438090 14.333380 13.397495 0.47 0.36 -0.39
O 15.563940 11.654430 15.474315 0.31 -0.27 -0.07
O 22.600500 12.197150 18.080885 -0.69 0.94 -0.65
F 11.284510 12.748590 13.641415 0.06 0.68 -0.50
O 26.883150 14.953020 12.485035 -0.67 2.34 0.67
H 21.953680 23.186790 12.733075 0.17 0.19 -0.05
C 17.857130 11.640160 8.236605 -1.83 0.70 1.89
O 29.266960 16.942360 12.840805 -2.29 0.82 1.96
O 23.225320 9.214110 10.818815 1.51 3.25 0.03
C 24.453660 16.012140 13.312345 3.20 -0.50 -0.27
F 13.865010 8.293970 11.728565 0.47 -0.10 -0.85
F 25.072940 12.319010 12.338255 0.00 -0.29 0.04
C 16.653480 9.402040 16.502185 1.70 1.94 -0.89
H 22.594110 18.658990 15.457235 -0.31 -0.30 -0.19
H 19.313570 13.581870 18.814685 0.03 0.36 -0.58
H 21.489040 15.113320 12.637755 -0.78 -0.07 -0.25
N 26.868310 16.736230 14.340635 3.44 0.54 -0.48
C 17.802680 13.693570 12.732925 0.99 2.52 2.94
F 18.512630 10.662530 7.703645 1.56 -0.50 -0.68
C 20.395480 11.616450 16.725255 0.68 -0.83 0.99
S 14.161060 17.639670 14.528855 -1.23 -2.87 -1.84
H 19.850310 18.271470 17.165895 -0.04 -0.21 -0.10
O 19.551770 15.336360 10.836535 -1.46 -0.05 -1.06
O 23.400520 11.675500 9.997275 0.76 -2.38 1.36
N 22.180510 21.567780 13.923265 -0.06 -1.79 -0.56
H 19.382170 15.168360 15.229415 0.02 0.13 -0.28
F 27.127880 9.199250 6.609225 0.02 0.42 1.28
```
Positions in Å, forces in eV/Å.

Computed properties:
Orbital gap, eV: 5.59
Net charge: -4
ΔE to the lowest compared entry with this formula, charge and spin, kJ/mol: 976.4

---

Entry 2:
DFT (ωB97M-V/def2-TZVPD) results for C29H33IN3PZr as an isolated structure at a distorted geometry.

```
68
Properties=species:S:1:pos:R:3:forces:R:3
C -2.800767 3.645065 4.455959 0.04 0.11 0.03
C -0.454299 1.270507 0.798125 0.14 -0.35 -0.04
H -0.644547 -4.187499 1.539727 0.17 0.24 0.08
H -2.293495 2.218165 0.199217 0.06 -0.04 -0.10
C -1.738850 0.656435 -3.261350 -0.07 -0.09 0.31
C 0.913886 1.101782 0.494394 0.06 0.52 0.31
H 0.232403 -3.751945 -0.445282 0.03 -0.07 -0.15
H 3.374667 -1.731780 -0.037089 -0.12 0.18 0.14
P -1.304900 0.526034 2.294701 0.92 1.07 0.61
C 1.144438 1.268951 -5.630230 0.03 -0.01 -0.13
I -2.873877 -2.685044 -0.117570 0.80 0.61 0.00
C -1.096512 -0.102659 -2.292768 0.82 -0.33 -0.09
H 1.437044 -4.483522 -1.537529 -0.06 -0.13 0.20
H 2.516553 1.658133 -0.823548 0.07 -0.10 0.00
H 0.346779 -5.295007 3.500745 -0.03 -0.11 -0.06
C 0.269918 -1.499835 3.197042 0.12 -0.15 0.22
Zr -0.521693 -1.168750 0.224132 -0.88 -0.51 0.13
N 0.751594 -1.199303 -1.276829 0.01 -0.47 -0.20
H -3.485649 1.777183 -3.785051 -0.07 0.07 0.04
H -1.295246 3.350349 -1.745374 -0.07 0.07 -0.11
H 3.348151 -1.495911 -2.421726 0.05 0.08 -0.07
H 0.610533 2.603509 2.973848 0.08 0.05 -0.04
H 1.092979 3.039508 -2.282363 0.09 0.07 -0.08
C -3.199977 0.957439 -3.131470 -0.01 -0.05 -0.09
C -0.170268 -3.596578 2.322077 -0.08 -0.74 0.21
C 0.810688 -3.608057 -1.372003 0.34 0.29 -0.32
H 1.210589 -1.423037 5.126578 0.01 0.05 0.06
H 1.353893 -3.898752 5.313829 0.02 -0.05 0.13
C -2.694161 2.444181 3.772144 0.06 -0.16 -0.06
C -0.998151 1.089333 -4.355960 0.15 -0.24 0.31
C 0.666717 2.539695 -1.427686 0.03 -0.09 0.23
C 0.908137 -3.438613 4.446813 -0.10 0.28 -0.26
C -1.687776 4.457344 4.612772 -0.12 -0.05 0.00
H 1.848699 -1.908194 0.867061 0.34 -0.17 0.00
H 1.397309 0.443803 -6.294210 0.05 -0.04 -0.06
H 0.408979 4.713130 4.219929 0.01 0.03 0.01
C -0.341233 2.888018 3.403668 -0.03 -0.04 -0.01
H 1.582526 0.598425 1.197763 -0.21 -0.04 -0.20
C 0.262602 -0.485057 -2.383235 -0.92 0.73 -0.78
H -3.782567 0.083437 -3.424629 -0.06 -0.01 0.01
H 2.243886 -2.505193 -3.391958 0.01 0.02 -0.13
C 2.720847 -2.383995 -2.423810 -0.34 0.23 0.13
H 0.120382 -3.529153 -2.216491 -0.03 -0.02 0.15
C -1.245113 2.061440 -0.046888 -0.12 0.24 -0.04
H -3.470441 1.199418 -2.103394 -0.04 0.05 0.03
N -0.180747 -2.250651 2.169584 0.26 0.09 0.34
C 0.843058 -2.066106 4.341281 -0.08 -0.02 -0.23
C 1.686750 -2.332138 -1.295350 0.58 -1.09 0.18
H -1.693933 -0.412258 -1.414115 -0.50 0.07 -0.76
H 2.754133 -3.340147 0.310682 -0.04 0.01 0.14
C -1.460959 2.067389 3.247975 -0.28 -0.17 -0.10
C -0.456426 4.077441 4.095516 0.09 -0.05 -0.02
H 0.573599 1.993676 -6.200299 0.00 0.09 -0.11
C -0.681897 2.707304 -1.135399 -0.17 0.00 0.33
H -3.561377 1.811060 3.644487 -0.05 -0.04 0.01
H 0.479989 0.382695 3.857264 0.03 0.08 -0.36
C 0.350849 0.776180 -4.464665 -0.09 -0.08 0.14
N 0.152363 -0.129146 3.038808 -0.50 -0.27 0.33
C 0.361589 -4.220796 3.427613 -0.13 0.23 -0.33
H -1.476952 1.670988 -5.129393 -0.07 0.07 -0.07
H 3.369893 -3.243755 -2.258102 -0.04 -0.03 0.05
C 0.973954 -0.002430 -3.486799 -0.03 -0.16 0.39
H -3.753749 3.948091 4.861994 -0.06 0.02 0.03
H 2.024792 -0.203066 -3.598730 0.16 -0.07 0.03
C 1.460457 1.745873 -0.614395 -0.06 0.21 0.01
H -1.777748 5.397208 5.133100 -0.03 0.10 0.09
C 2.463121 -2.324073 0.047980 -0.24 0.08 -0.43
H 2.074566 1.733260 -5.311117 0.10 0.03 0.02
```
Positions in Å, forces in eV/Å.

Computed properties:
Orbital gap, eV: 6.54
Net charge: +2
ΔE to the lowest compared entry with this formula, charge and spin, kJ/mol: 150.5